# 1
The following is a DFT calculation (ωB97M-V with the def2-TZVPD basis set) of the ion C8H15N2 with charge +1.

Geometry as XYZ:
```
25
Properties=species:S:1:pos:R:3:forces:R:3:mulliken_charge:R:1
C 0.647 0.088 -0.419 -2.7 0.8 0.2 -0.1276
C 2.129 -0.614 1.058 -3.7 2.9 3.1 -0.2876
C -0.249 -0.592 -1.434 1.3 2.2 1.4 0.3253
C 0.094 0.672 1.044 0.8 -1.8 -2.4 1.3696
C -0.951 0.237 -2.425 0.1 -2.0 0.1 -1.3842
C -0.094 -2.002 -1.354 -2.7 -3.4 -0.5 -1.2554
C -0.063 2.139 0.865 -1.1 2.5 3.0 -1.6633
C -1.146 0.000 1.605 -1.0 -2.5 0.2 -1.3548
N 1.717 -0.718 -0.115 2.5 -1.0 -2.2 -0.4880
N 1.199 0.157 1.820 1.5 -0.2 -3.0 -0.0459
H 0.950 0.988 -0.930 0.8 0.5 -0.2 0.6971
H 2.875 -0.964 1.671 2.2 -1.4 0.4 0.4966
H -0.773 1.299 -2.322 -0.6 0.1 -0.1 0.3831
H -1.946 -0.196 -2.414 -1.0 1.1 0.0 0.3784
H -0.637 -0.160 -3.374 0.5 0.4 -1.0 0.4135
H -0.425 -2.306 -0.331 -0.2 -0.2 -0.5 0.2380
H 0.892 -2.397 -1.367 1.2 0.0 -0.4 0.3561
H -0.678 -2.641 -2.110 0.6 1.1 1.1 0.3688
H 0.645 2.639 0.268 1.3 0.1 -0.9 0.4719
H -0.024 2.797 1.851 -0.5 -1.6 -1.7 0.3385
H -1.031 2.300 0.368 0.2 0.0 0.4 0.3808
H -1.268 0.455 2.634 -0.8 -0.5 -1.3 0.4077
H -0.980 -1.145 1.767 0.0 1.9 -0.1 0.3637
H -2.046 -0.058 0.871 1.4 1.0 1.5 0.3327
H 1.165 0.021 2.773 -0.1 0.1 2.8 0.2848
```
Positions in Å, forces in eV/Å.

Results
relative energy (zero: lowest compared OMol25 entry of this formula, charge and spin)	1.432	eV
HOMO-LUMO gap (alpha / beta)	7.43 / 7.07	eV
HOMO energy (alpha / beta)	-0.39774 / -0.54312	hartree
E	-422.90263	hartree
LUMO level (alpha / beta)	-3.3909 / -7.7140	eV
F_max	5.6	eV Å⁻¹
2S+1	3
total charge	+1



# 2
The following is a DFT calculation (ωB97M-V with the def2-TZVPD basis set) of the ion C8H15N2O with charge +1.

Geometry as XYZ:
```
26
Properties=species:S:1:pos:R:3:forces:R:3:mulliken_charge:R:1
C 3.275 -0.768 -0.315 -1.4 0.3 1.0 -1.1140
C 2.138 -0.052 -0.142 -0.5 -0.9 -1.1 0.9921
C 1.908 1.362 -0.413 -1.4 1.4 1.8 -0.5696
C 1.227 2.180 0.779 2.4 0.3 0.6 -1.1063
N 0.969 -0.820 0.105 -0.9 -3.3 0.7 -0.2254
C -0.349 -1.117 0.132 1.0 1.0 -0.5 1.3251
C -0.543 -2.587 0.416 4.7 -0.6 -0.6 -1.6547
N -1.471 -0.447 -0.062 -0.5 1.2 -0.1 -0.1652
C -2.052 0.860 -0.351 2.9 -0.1 -0.8 -0.4212
C -3.343 1.066 -0.553 1.2 0.3 1.1 -0.1042
O -4.153 0.110 -0.222 -0.7 -3.0 1.1 -0.4652
H 4.173 -0.220 -0.509 0.4 -0.1 -0.2 0.2867
H 3.310 -1.863 -0.119 0.1 1.0 -0.3 0.3102
H 2.900 1.646 -0.607 1.0 1.6 -0.7 0.3416
H 1.198 1.557 -1.226 0.6 -0.5 -0.4 0.2247
H 1.923 2.558 1.588 -0.2 -1.0 -0.9 0.3272
H 0.495 1.603 1.303 -0.7 -0.3 0.1 0.3384
H 0.840 3.130 0.462 -0.6 0.1 -0.7 0.3439
H 1.311 -1.780 0.206 0.6 0.7 0.2 -0.0911
H -1.503 -2.863 0.526 -3.3 -1.1 0.3 0.4135
H 0.048 -2.895 1.301 -0.7 0.6 0.1 0.4160
H 0.028 -3.265 -0.324 -1.3 1.3 0.4 0.3673
H -2.197 -1.093 0.001 -1.7 -1.1 0.2 0.1344
H -1.311 1.571 -0.618 0.3 0.8 0.1 0.3107
H -3.857 1.983 -0.669 0.5 1.3 -0.8 0.4257
H -4.962 0.143 -0.688 -1.6 0.1 -0.6 0.3591
```
Positions in Å, forces in eV/Å.

Results
relative energy (zero: lowest compared OMol25 entry of this formula, charge and spin)	3.620	eV
HOMO-LUMO gap	8.90	eV
SMILES	C=C(CC)/[NH+]=C(/C)N/C=C\O
HOMO energy	-0.45403	hartree
E	-498.23522	hartree
LUMO level	-3.4526	eV
F_max	4.8	eV Å⁻¹
total charge	+1



# 3
The following is a DFT calculation (ωB97M-V with the def2-TZVPD basis set) of the ion C8H15N2S with charge +1.

Geometry as XYZ:
```
26
Properties=species:S:1:pos:R:3:forces:R:3:mulliken_charge:R:1
C -2.008 -0.910 -0.771 0.0 -0.1 0.1 -0.4347
C -2.426 1.244 0.159 1.3 1.7 0.7 -0.0398
C 0.407 1.298 -0.523 0.0 0.1 -0.6 0.0339
C 3.429 1.535 0.076 -3.1 0.7 -0.1 -1.0008
C 1.564 -2.039 0.402 1.8 -1.5 2.0 -1.6796
C -4.281 -0.091 -0.011 -0.5 -2.6 2.0 -0.9930
C 2.629 0.601 -0.810 -1.5 0.2 -1.2 -0.4187
C 0.891 -0.727 0.543 -2.8 -1.6 1.8 0.1853
N -2.839 0.008 -0.324 -0.2 -0.2 0.9 0.1750
N 1.207 0.344 -0.305 1.5 2.3 -0.7 0.2654
S -0.891 1.782 0.461 -1.8 0.3 -0.1 0.0373
H -2.520 -1.903 -0.896 0.0 1.0 0.0 0.2118
H -3.181 2.039 0.454 0.9 -1.4 -0.5 0.3593
H 3.781 1.078 0.949 1.4 -0.9 0.8 0.3684
H 4.087 2.053 -0.578 1.0 0.4 0.1 0.3540
H 2.681 2.230 0.518 0.6 0.3 -0.6 0.2594
H 2.649 -2.119 0.680 -0.9 0.5 0.5 0.4126
H 1.019 -2.837 0.997 0.6 1.1 -0.6 0.3280
H 1.664 -2.405 -0.574 -0.7 -0.3 -1.9 0.4769
H -4.534 0.434 0.953 0.2 0.0 -1.4 0.3939
H -4.734 0.204 -0.913 -1.4 0.6 -0.6 0.3732
H -4.584 -1.164 0.265 0.7 1.4 -0.9 0.3254
H 2.492 1.038 -1.857 0.3 -0.9 1.5 0.3557
H 2.998 -0.385 -0.775 1.0 -1.0 -0.8 0.3339
H -0.177 -0.912 0.303 0.4 -0.2 -0.5 -0.0465
H 0.676 -0.396 1.576 1.2 0.1 0.0 0.3638
```
Positions in Å, forces in eV/Å.

Results
relative energy (zero: lowest compared OMol25 entry of this formula, charge and spin)	7.176	eV
HOMO-LUMO gap (alpha / beta)	7.32 / 7.33	eV
HOMO energy (alpha / beta)	-0.46482 / -0.46474	hartree
E	-821.01900	hartree
LUMO level (alpha / beta)	-5.3283 / -5.3173	eV
F_max	3.7	eV Å⁻¹
total charge	+1



# 4
The following is a DFT calculation (ωB97M-V with the def2-TZVPD basis set) of a cluster of 2 separate species, C8H15N2S in total.

Geometry as XYZ:
```
26
Properties=species:S:1:pos:R:3:forces:R:3:mulliken_charge:R:1
C -0.543 -1.795 0.338 0.0 6.1 0.5 -0.5829
C 0.257 -1.132 1.229 1.3 -1.1 1.7 -0.5740
C -1.227 -0.686 -0.363 1.6 -1.3 0.8 -0.4388
C -0.114 2.553 2.067 -0.5 0.8 -1.6 -1.6775
C 2.098 1.389 1.700 -4.3 -0.3 -4.2 -1.2133
C -1.028 -2.575 -2.438 0.9 -2.8 -0.8 -1.2565
C 0.553 1.251 2.079 2.7 -1.5 0.5 0.4577
C -0.978 -1.123 -2.465 2.3 0.3 -0.5 0.1060
N 0.018 0.211 1.128 0.1 -0.1 0.9 0.8875
N -0.813 0.452 0.204 -0.7 2.4 -0.9 -0.7954
S 0.486 -0.423 -3.057 -0.1 -0.6 0.3 -0.0934
H -0.657 -2.762 0.262 -0.4 -4.7 -0.6 0.6720
H 1.013 -1.448 2.027 -1.4 0.1 -1.5 0.4056
H -2.140 -0.455 -0.835 -1.4 -0.8 -0.2 0.6459
H -0.946 2.518 2.672 -2.0 0.1 1.5 0.4710
H -0.497 2.927 1.119 0.3 -0.4 -0.4 0.3735
H 0.527 3.326 2.408 0.8 0.5 0.6 0.4255
H 2.727 1.579 2.466 1.8 1.0 2.4 0.3973
H 2.024 2.169 0.853 0.9 -1.0 1.4 0.3263
H 2.324 0.430 1.238 0.7 0.1 0.0 0.3965
H -1.219 -2.946 -3.518 -0.2 0.8 1.5 0.3685
H -1.880 -2.817 -1.800 0.1 -0.6 -0.2 0.3903
H -0.107 -3.181 -2.177 -0.9 1.1 0.1 0.3688
H 0.475 0.818 3.113 -0.1 0.0 -1.1 0.2557
H -1.939 -0.886 -2.804 -1.1 1.8 -0.3 0.4714
H 0.121 0.776 -3.512 -0.5 0.2 0.1 0.2124
```
Positions in Å, forces in eV/Å.

Results
relative energy (zero: lowest compared OMol25 entry of this formula, charge and spin)	4.059	eV
HOMO-LUMO gap	7.87	eV
HOMO energy	-0.48443	hartree
E	-821.13355	hartree
LUMO level	-5.3073	eV
F_max	6.1	eV Å⁻¹
total charge	+1



# 5
The following is a DFT calculation (ωB97M-V with the def2-TZVPD basis set) of an isolated molecule of C8H15N3O.

Geometry as XYZ:
```
27
Properties=species:S:1:pos:R:3:forces:R:3:mulliken_charge:R:1
C -0.688 1.276 -0.863 1.4 -2.5 1.4 0.5582
C 0.393 -0.158 -2.645 -0.2 2.4 2.0 -0.4147
C 0.458 -0.443 0.218 0.6 -0.8 0.9 -0.8390
C 0.601 0.669 2.619 1.1 -0.4 -1.8 -1.6438
C 1.254 -1.744 1.945 -0.6 -2.3 -2.9 -1.4496
C -1.207 -0.975 1.885 1.1 0.9 0.2 -1.7633
C -1.018 1.823 -3.187 -0.9 -0.8 1.6 -1.1147
C 0.293 -0.581 1.742 -2.0 -1.4 -0.9 1.9044
N 0.106 -1.280 -1.888 1.1 -3.0 -0.6 -1.0350
N 0.144 -1.447 -0.599 -0.8 2.2 0.4 0.1102
N -0.300 1.104 -2.079 0.1 -0.1 -4.7 -0.0623
O -0.992 2.131 -0.126 -1.4 2.2 0.7 -0.4679
H 1.453 0.094 -2.892 0.1 -0.2 1.4 0.2686
H 0.114 -0.305 -3.657 -1.5 -0.2 -0.8 0.5121
H 1.276 0.194 0.010 0.9 1.0 -0.9 0.8267
H 0.415 0.557 3.676 -0.3 -0.5 0.2 0.3930
H -0.014 1.492 2.240 0.4 0.1 0.1 0.3447
H 1.703 0.866 2.521 -1.0 0.3 0.0 0.3688
H 1.453 -2.093 2.944 0.6 0.5 0.4 0.4067
H 0.803 -2.692 1.370 0.8 2.0 1.4 0.3091
H 2.081 -1.483 1.226 0.3 -0.7 1.7 0.3738
H -1.360 -1.437 2.814 -0.4 -0.5 1.6 0.4934
H -1.694 -1.594 1.151 0.5 -0.2 -0.6 0.3712
H -1.640 -0.003 1.863 -1.2 0.6 0.2 0.4341
H -1.670 1.138 -3.755 0.4 0.2 0.3 0.3463
H -1.623 2.577 -2.736 -0.5 0.5 0.3 0.4120
H -0.339 2.314 -3.795 1.4 0.7 -1.4 0.3571
```
Positions in Å, forces in eV/Å.

Results
relative energy (zero: lowest compared OMol25 entry of this formula, charge and spin)	0.463	eV
HOMO-LUMO gap (alpha / beta)	6.98 / 7.15	eV
HOMO energy (alpha / beta)	-0.22785 / -0.31130	hartree
E	-553.08526	hartree
LUMO level (alpha / beta)	0.7826 / -1.3224	eV
F_max	4.7	eV Å⁻¹
2S+1	3



# 6
The following is a DFT calculation (ωB97M-V with the def2-TZVPD basis set) of an isolated molecule of C8H15N3O2.

Geometry as XYZ:
```
28
Properties=species:S:1:pos:R:3:forces:R:3:mulliken_charge:R:1
C -2.007 1.039 0.074 -4.3 -5.3 -1.0 -0.0378
C -1.048 -1.061 -0.180 -0.4 1.1 0.6 0.2987
C 1.985 -1.333 -1.114 2.5 0.7 2.8 -1.6446
C 2.230 0.907 -0.058 1.0 -0.9 -0.2 -1.7115
C 1.313 -0.964 1.376 0.8 -1.5 -0.4 -1.8314
C -3.350 -1.135 0.552 -1.8 0.3 0.5 -0.9778
C -0.219 2.484 -0.682 -2.6 -0.8 0.2 -1.2516
C 1.391 -0.381 -0.014 0.9 0.3 -1.4 1.6946
N -2.182 -0.405 0.124 1.5 1.5 0.0 0.1909
N -0.701 1.211 -0.223 6.8 -2.4 -0.3 0.3361
N 0.007 -0.038 -0.497 -3.1 2.2 1.0 0.2144
O -2.852 1.875 0.364 -0.6 1.9 1.2 -0.5393
O -0.868 -2.251 -0.275 0.6 -1.5 -0.5 -0.6123
H 1.344 -2.087 -1.397 -1.3 -1.9 -0.2 0.4176
H 2.148 -0.723 -1.938 0.3 1.0 -1.7 0.4997
H 3.046 -1.733 -0.813 -2.1 0.6 -0.3 0.2938
H 1.730 1.688 0.487 0.0 0.5 -0.1 0.4305
H 2.548 1.149 -1.119 -0.6 0.1 1.4 0.3293
H 3.145 0.709 0.521 -0.1 0.0 -0.3 0.4354
H 0.933 -0.258 2.057 -0.8 0.9 0.9 0.4692
H 0.736 -1.905 1.394 0.2 0.6 0.0 0.3692
H 2.331 -1.175 1.732 -0.1 -0.1 -0.3 0.4779
H -4.226 -0.512 0.190 0.8 -1.0 0.5 0.3408
H -3.385 -2.181 0.118 0.3 1.4 0.4 0.3039
H -3.441 -1.207 1.694 0.4 0.1 -1.6 0.2797
H 0.265 3.077 0.030 0.8 0.6 1.2 0.3072
H 0.333 2.320 -1.545 1.1 0.0 -1.7 0.4405
H -1.204 2.888 -0.859 0.0 1.2 -0.6 0.4768
```
Positions in Å, forces in eV/Å.

Results
HOMO-LUMO gap (alpha / beta)	4.28 / 6.84	eV
HOMO energy (alpha / beta)	-0.13461 / -0.34844	hartree
E	-628.37763	hartree
LUMO level (alpha / beta)	0.6162 / -2.6442	eV
F_max	7.2	eV Å⁻¹
2S+1	3